(1)
Here is 11 unconnected molecules or ions with the total composition C66H165N11 from the OMol25 dataset. Energies are from ωB97M-V/def2-TZVPD.

The geometry in XYZ format:
```
242
Properties=species:S:1:pos:R:3:lowdin_charge:R:1
C 9.952 16.001 9.684 -0.08
C 10.933 16.599 10.716 -0.28
N 12.123 17.170 10.153 -0.18
C 13.175 17.244 11.162 -0.25
C 13.904 15.923 11.401 -0.07
C 11.841 18.488 9.578 -0.25
C 12.839 18.865 8.503 -0.09
H 10.491 15.362 9.011 0.07
H 9.392 16.769 9.115 0.07
H 9.222 15.392 10.212 0.07
H 10.383 17.205 11.400 0.10
H 11.187 15.726 11.333 0.11
H 13.881 17.951 10.772 0.07
H 12.744 17.531 12.117 0.12
H 14.518 16.010 12.319 0.08
H 13.251 15.117 11.726 0.06
H 14.432 15.555 10.535 0.06
H 11.858 19.283 10.362 0.12
H 10.883 18.409 9.117 0.09
H 12.796 18.077 7.754 0.08
H 13.885 18.869 8.822 0.05
H 12.700 19.880 8.110 0.07
C 21.772 14.315 14.289 -0.07
C 21.601 12.816 14.462 -0.26
N 22.848 12.128 14.650 -0.20
C 22.791 10.711 14.350 -0.25
C 22.056 9.847 15.375 -0.09
C 23.665 12.531 15.784 -0.23
C 22.968 12.744 17.127 -0.07
H 20.862 14.847 14.032 0.04
H 22.393 14.546 13.442 0.06
H 22.215 14.803 15.153 0.05
H 20.879 12.635 15.260 0.08
H 21.109 12.417 13.568 0.11
H 22.316 10.672 13.376 0.10
H 23.831 10.362 14.230 0.12
H 22.113 8.763 15.148 0.08
H 22.552 9.848 16.372 0.07
H 21.023 10.118 15.543 0.05
H 24.251 13.427 15.534 0.11
H 24.431 11.744 15.832 0.12
H 23.670 13.037 17.882 0.07
H 22.539 11.804 17.482 0.06
H 22.202 13.484 17.112 0.04
C 18.186 12.621 16.197 -0.08
C 17.846 11.543 15.175 -0.25
N 18.212 11.917 13.839 -0.20
C 17.560 13.084 13.304 -0.24
C 18.259 13.665 12.090 -0.07
C 18.026 10.768 12.999 -0.26
C 19.092 9.704 13.179 -0.07
H 17.494 13.441 16.201 0.04
H 19.100 13.133 15.972 0.04
H 18.247 12.142 17.185 0.09
H 18.446 10.671 15.423 0.09
H 16.780 11.216 15.266 0.13
H 16.525 12.879 13.026 0.12
H 17.449 13.865 14.076 0.10
H 18.372 12.950 11.272 0.07
H 17.691 14.472 11.646 0.05
H 19.244 14.030 12.369 0.06
H 18.061 11.160 11.995 0.10
H 17.014 10.379 13.184 0.12
H 20.084 10.145 13.138 0.05
H 19.100 8.943 12.393 0.08
H 19.126 9.148 14.125 0.07
C 23.029 20.384 12.567 -0.08
C 23.634 18.936 12.471 -0.23
N 23.774 18.310 13.774 -0.19
C 22.513 18.025 14.340 -0.28
C 22.574 17.684 15.827 -0.07
C 24.600 17.106 13.690 -0.25
C 26.070 17.486 13.735 -0.08
H 21.968 20.256 12.754 0.03
H 23.063 21.033 11.654 0.07
H 23.460 20.919 13.446 0.08
H 22.996 18.334 11.808 0.11
H 24.632 19.047 12.059 0.10
H 21.973 17.221 13.782 0.11
H 21.914 18.918 14.254 0.07
H 23.095 16.728 16.029 0.06
H 21.581 17.593 16.261 0.04
H 23.090 18.473 16.361 0.08
H 24.381 16.384 14.501 0.10
H 24.360 16.574 12.745 0.12
H 26.226 18.396 13.130 0.07
H 26.376 17.744 14.759 0.08
H 26.739 16.737 13.344 0.06
C 15.638 25.166 11.560 -0.09
C 15.633 23.935 10.657 -0.27
N 15.260 22.688 11.309 -0.17
C 15.643 21.528 10.522 -0.26
C 15.660 20.190 11.309 -0.07
C 13.838 22.694 11.722 -0.24
C 12.819 22.623 10.588 -0.07
H 16.008 25.972 10.901 0.08
H 16.297 25.106 12.450 0.06
H 14.611 25.435 11.835 0.06
H 14.970 24.181 9.816 0.11
H 16.656 23.838 10.268 0.11
H 15.029 21.387 9.628 0.10
H 16.679 21.658 10.117 0.10
H 14.677 19.841 11.659 0.06
H 16.046 19.455 10.593 0.06
H 16.308 20.346 12.163 0.05
H 13.708 23.601 12.352 0.10
H 13.748 21.815 12.347 0.08
H 11.754 22.574 10.939 0.09
H 12.873 21.725 9.963 0.04
H 13.016 23.462 9.901 0.07
C 16.921 19.859 19.243 -0.08
C 16.064 18.654 18.999 -0.26
N 16.627 17.380 19.461 -0.18
C 15.939 16.207 18.955 -0.26
C 16.647 14.910 19.333 -0.07
C 16.766 17.378 20.941 -0.24
C 15.421 17.124 21.656 -0.08
H 16.389 20.740 18.954 0.06
H 17.872 19.877 18.696 0.06
H 17.234 20.072 20.266 0.06
H 15.098 18.875 19.419 0.10
H 15.916 18.565 17.919 0.09
H 14.925 16.199 19.264 0.09
H 15.909 16.371 17.863 0.11
H 17.732 14.982 19.169 0.06
H 16.529 14.569 20.358 0.07
H 16.328 14.084 18.724 0.06
H 17.221 18.332 21.272 0.09
H 17.480 16.583 21.229 0.10
H 15.504 17.444 22.722 0.08
H 15.165 16.073 21.635 0.05
H 14.555 17.610 21.157 0.08
C 20.860 15.807 19.124 -0.08
C 20.248 16.729 20.169 -0.25
N 21.167 17.802 20.685 -0.16
C 20.408 18.722 21.539 -0.28
C 21.289 19.634 22.391 -0.08
C 21.876 18.495 19.569 -0.24
C 21.015 19.198 18.561 -0.10
H 20.983 16.362 18.174 0.05
H 20.230 14.927 19.077 0.07
H 21.857 15.488 19.398 0.07
H 19.385 17.182 19.765 0.07
H 19.859 16.181 21.054 0.12
H 19.658 19.219 20.951 0.08
H 19.822 18.117 22.217 0.10
H 22.022 18.990 22.839 0.07
H 21.789 20.434 21.841 0.06
H 20.656 20.176 23.145 0.09
H 22.531 17.777 19.116 0.09
H 22.532 19.221 20.052 0.11
H 20.265 19.911 18.989 0.08
H 20.457 18.519 17.893 0.05
H 21.646 19.830 17.929 0.07
C 21.289 15.496 10.602 -0.06
C 20.941 16.501 9.463 -0.27
N 19.642 17.043 9.533 -0.17
C 19.465 18.422 9.053 -0.22
C 19.778 19.647 9.958 -0.07
C 18.764 16.146 8.779 -0.27
C 17.296 16.355 9.074 -0.09
H 22.250 15.019 10.502 0.07
H 20.558 14.671 10.560 0.06
H 21.279 15.980 11.576 0.04
H 21.644 17.313 9.578 0.10
H 21.182 16.078 8.486 0.11
H 18.401 18.616 8.882 0.09
H 19.979 18.631 8.139 0.10
H 19.072 19.639 10.802 0.06
H 19.512 20.480 9.303 0.08
H 20.770 19.727 10.348 0.05
H 18.962 16.174 7.685 0.12
H 18.956 15.083 9.038 0.12
H 16.932 17.337 8.825 0.05
H 16.716 15.621 8.552 0.07
H 17.176 16.230 10.168 0.05
C 15.240 20.293 15.747 -0.09
C 14.785 21.567 15.076 -0.25
N 14.940 22.803 15.878 -0.16
C 14.257 23.997 15.320 -0.27
C 12.739 23.953 15.244 -0.10
C 16.295 23.211 16.215 -0.26
C 17.199 23.447 15.033 -0.09
H 14.966 19.478 15.078 0.07
H 14.731 20.096 16.695 0.08
H 16.320 20.188 15.823 0.05
H 15.233 21.684 14.064 0.09
H 13.698 21.394 14.937 0.11
H 14.530 24.808 16.016 0.11
H 14.608 24.345 14.319 0.10
H 12.437 23.733 16.275 0.08
H 12.213 24.850 14.939 0.07
H 12.388 23.120 14.622 0.06
H 16.745 22.497 16.918 0.10
H 16.159 24.151 16.774 0.11
H 17.019 22.801 14.191 0.05
H 18.267 23.472 15.351 0.08
H 16.960 24.414 14.558 0.06
C 21.840 26.056 10.947 -0.07
C 22.181 24.864 11.861 -0.25
N 20.951 24.321 12.431 -0.19
C 20.378 23.387 11.463 -0.24
C 19.056 22.737 11.901 -0.07
C 21.240 23.716 13.707 -0.29
C 21.450 24.780 14.772 -0.07
H 21.439 26.868 11.546 0.07
H 21.108 25.820 10.166 0.06
H 22.715 26.415 10.387 0.07
H 22.671 24.044 11.321 0.11
H 22.798 25.129 12.704 0.09
H 20.209 24.006 10.566 0.11
H 21.054 22.561 11.222 0.10
H 18.448 22.274 11.140 0.04
H 19.315 21.934 12.601 0.05
H 18.528 23.538 12.453 0.08
H 22.048 22.969 13.674 0.11
H 20.398 23.089 14.007 0.08
H 20.517 25.336 14.896 0.08
H 22.251 25.475 14.484 0.06
H 21.693 24.249 15.702 0.08
C 19.798 20.462 15.621 -0.06
C 19.201 19.668 14.489 -0.27
N 19.317 18.261 14.684 -0.17
C 18.374 17.761 15.680 -0.21
C 18.642 16.290 16.117 -0.04
C 19.329 17.508 13.472 -0.26
C 17.982 17.312 12.755 -0.06
H 19.327 20.189 16.566 0.05
H 19.657 21.529 15.536 0.05
H 20.854 20.321 15.716 0.06
H 18.176 20.028 14.277 0.11
H 19.728 19.935 13.560 0.09
H 18.452 18.347 16.589 0.09
H 17.357 17.792 15.322 0.10
H 18.091 16.068 17.022 0.05
H 18.280 15.578 15.388 0.04
H 19.687 16.132 16.394 0.06
H 19.779 16.515 13.640 0.09
H 19.987 18.060 12.773 0.10
H 18.149 16.714 11.847 0.04
H 17.523 18.242 12.422 0.05
H 17.277 16.797 13.409 0.06
```

Properties
Orbital gap (eV): 8.44
LUMO energy (eV): 0.622
Charge: 0
SMILES: CCN(CC)CC.CCN(CC)CC.CCN(CC)CC.CCN(CC)CC.CCN(CC)CC.CCN(CC)CC.CCN(CC)CC.CCN(CC)CC.CCN(CC)CC.CCN(CC)CC.CCN(CC)CC


(2)
Here is 11 unconnected molecules or ions with the total composition C66H165N11 from the OMol25 dataset. Energies are from ωB97M-V/def2-TZVPD.

The geometry in XYZ format:
```
242
Properties=species:S:1:pos:R:3:lowdin_charge:R:1
C 10.407 -10.042 25.434 -0.07
C 11.937 -10.051 25.499 -0.26
N 12.597 -10.738 24.377 -0.18
C 13.996 -10.952 24.759 -0.28
C 14.090 -12.295 25.477 -0.08
C 12.454 -9.927 23.174 -0.27
C 13.052 -10.521 21.887 -0.08
H 10.188 -9.434 26.285 0.06
H 9.955 -10.991 25.548 0.07
H 10.202 -9.477 24.549 0.04
H 12.375 -8.973 25.588 0.12
H 12.226 -10.667 26.387 0.10
H 14.554 -11.043 23.783 0.10
H 14.405 -10.097 25.239 0.06
H 13.860 -13.073 24.733 0.08
H 15.091 -12.580 25.907 0.07
H 13.292 -12.300 26.270 0.07
H 12.861 -8.906 23.283 0.10
H 11.320 -9.812 23.013 0.13
H 12.791 -9.858 21.047 0.07
H 12.604 -11.488 21.702 0.07
H 14.163 -10.571 21.932 0.06
C 21.231 -11.579 25.928 -0.08
C 20.698 -12.037 27.292 -0.23
N 21.026 -11.147 28.434 -0.19
C 20.534 -9.782 28.320 -0.27
C 19.823 -9.364 29.608 -0.09
C 22.374 -11.230 28.940 -0.26
C 22.597 -12.619 29.548 -0.09
H 22.305 -11.714 25.930 0.06
H 20.921 -10.524 25.837 0.07
H 21.012 -12.219 25.096 0.06
H 19.648 -12.143 27.190 0.09
H 21.022 -13.050 27.466 0.10
H 21.335 -9.083 28.052 0.11
H 19.727 -9.769 27.579 0.10
H 20.500 -9.490 30.419 0.05
H 19.545 -8.319 29.623 0.05
H 18.930 -10.039 29.862 0.10
H 22.505 -10.478 29.709 0.11
H 23.163 -11.035 28.212 0.10
H 21.682 -13.075 29.971 0.09
H 23.413 -12.668 30.255 0.06
H 22.843 -13.287 28.716 0.06
C 14.327 -6.390 21.112 -0.09
C 12.843 -6.000 21.155 -0.26
N 12.571 -4.668 20.572 -0.17
C 12.930 -4.679 19.130 -0.25
C 11.594 -4.668 18.365 -0.11
C 13.350 -3.610 21.358 -0.25
C 12.723 -2.262 21.226 -0.08
H 14.782 -5.800 21.863 0.01
H 14.829 -6.237 20.080 0.10
H 14.441 -7.446 21.366 0.06
H 12.219 -6.791 20.606 0.14
H 12.572 -5.846 22.143 0.05
H 13.544 -3.775 18.859 0.12
H 13.526 -5.670 18.859 0.12
H 10.969 -5.536 18.610 0.07
H 11.021 -3.772 18.482 0.05
H 11.750 -4.862 17.278 0.07
H 14.389 -3.668 21.141 0.08
H 13.393 -3.951 22.421 0.11
H 13.207 -1.545 21.896 0.06
H 11.686 -2.270 21.486 0.07
H 12.765 -1.847 20.232 0.07
C 17.078 -10.073 19.489 -0.11
C 17.727 -10.646 20.662 -0.31
N 17.281 -10.163 21.943 -0.16
C 17.577 -8.685 22.089 -0.24
C 18.975 -8.229 21.903 -0.09
C 17.781 -10.949 23.049 -0.27
C 17.386 -10.516 24.458 -0.08
H 17.600 -10.392 18.604 0.07
H 17.013 -8.978 19.445 0.07
H 16.076 -10.489 19.397 0.08
H 17.639 -11.775 20.607 0.14
H 18.811 -10.413 20.552 0.11
H 17.266 -8.343 23.040 0.07
H 16.959 -8.144 21.341 0.10
H 19.075 -7.258 22.347 0.06
H 19.256 -8.189 20.857 0.07
H 19.659 -8.897 22.414 0.07
H 17.268 -11.880 22.862 0.10
H 18.864 -11.207 23.064 0.12
H 16.434 -9.923 24.339 0.06
H 17.210 -11.373 25.120 0.07
H 18.100 -9.917 24.998 0.05
C 9.962 -5.592 23.045 -0.08
C 10.726 -6.001 24.317 -0.28
N 11.003 -4.883 25.145 -0.19
C 9.835 -4.213 25.730 -0.23
C 8.935 -4.960 26.740 -0.07
C 12.015 -5.159 26.123 -0.26
C 12.462 -3.915 26.867 -0.06
H 9.673 -6.411 22.374 0.08
H 10.572 -4.959 22.453 0.03
H 9.031 -4.985 23.251 0.08
H 10.166 -6.897 24.790 0.12
H 11.614 -6.514 23.924 0.09
H 10.249 -3.283 26.225 0.11
H 9.268 -3.884 24.887 0.08
H 9.271 -4.928 27.761 0.05
H 7.889 -4.657 26.639 0.07
H 8.971 -6.073 26.570 0.07
H 12.830 -5.556 25.563 0.08
H 11.692 -5.924 26.756 0.09
H 13.253 -4.034 27.587 0.05
H 11.663 -3.374 27.377 0.06
H 12.878 -3.254 26.089 0.08
C 15.770 -5.635 29.275 -0.10
C 16.147 -7.019 29.532 -0.29
N 15.506 -8.060 28.725 -0.18
C 16.026 -9.312 29.158 -0.29
C 15.774 -10.516 28.252 -0.07
C 14.037 -8.101 28.573 -0.22
C 13.189 -8.159 29.878 -0.07
H 15.933 -5.223 28.239 0.07
H 16.371 -5.004 29.911 0.07
H 14.690 -5.457 29.533 0.09
H 17.225 -7.128 29.298 0.11
H 16.004 -7.246 30.584 0.12
H 17.135 -9.071 29.093 0.10
H 15.841 -9.577 30.196 0.12
H 14.819 -11.052 28.528 0.09
H 15.835 -10.328 27.218 0.03
H 16.618 -11.175 28.428 0.07
H 13.804 -9.031 28.026 0.09
H 13.656 -7.230 28.016 0.10
H 13.372 -9.127 30.314 0.06
H 12.186 -8.293 29.549 0.06
H 13.427 -7.336 30.577 0.08
C 25.482 -4.266 25.890 -0.07
C 24.616 -5.313 25.198 -0.27
N 24.584 -6.656 25.750 -0.18
C 23.838 -7.450 24.805 -0.28
C 22.475 -6.875 24.532 -0.09
C 25.901 -7.317 26.104 -0.21
C 25.801 -8.540 27.063 -0.07
H 25.233 -3.279 25.563 0.07
H 26.537 -4.434 25.764 0.06
H 25.343 -4.315 26.912 0.04
H 23.611 -4.892 25.186 0.07
H 24.914 -5.343 24.118 0.13
H 24.464 -7.595 23.918 0.11
H 23.744 -8.491 25.231 0.12
H 21.734 -7.632 24.253 0.07
H 22.128 -6.555 25.505 0.05
H 22.493 -6.066 23.782 0.07
H 26.486 -6.593 26.658 0.10
H 26.426 -7.583 25.162 0.11
H 25.135 -9.355 26.740 0.06
H 25.446 -8.048 27.926 0.02
H 26.774 -8.999 27.348 0.08
C 22.837 -1.627 18.559 -0.09
C 21.556 -2.376 18.765 -0.26
N 21.146 -2.436 20.206 -0.18
C 21.820 -3.539 20.940 -0.26
C 21.630 -3.497 22.399 -0.10
C 19.698 -2.427 20.415 -0.27
C 19.039 -1.072 20.059 -0.08
H 22.707 -0.684 19.092 0.09
H 22.954 -1.488 17.514 0.06
H 23.667 -2.180 18.920 0.05
H 20.697 -1.867 18.271 0.10
H 21.568 -3.361 18.249 0.12
H 22.801 -3.404 20.590 0.09
H 21.566 -4.527 20.542 0.12
H 20.838 -4.107 22.843 0.06
H 21.487 -2.467 22.719 0.08
H 22.525 -3.796 23.037 0.08
H 19.307 -3.300 19.854 0.12
H 19.368 -2.607 21.418 0.07
H 19.535 -0.276 20.666 0.09
H 19.213 -0.882 18.970 0.06
H 17.952 -1.037 20.184 0.06
C 21.874 -3.928 27.245 -0.06
C 21.959 -5.220 28.115 -0.19
N 21.996 -4.974 29.627 -0.16
C 22.660 -6.039 30.357 -0.29
C 24.114 -6.170 30.164 -0.09
C 20.666 -4.549 30.124 -0.28
C 20.641 -3.391 31.063 -0.09
H 21.004 -3.373 27.509 0.03
H 21.645 -4.256 26.227 0.06
H 22.675 -3.254 27.371 0.06
H 21.046 -5.775 27.857 0.09
H 22.759 -5.895 27.831 0.09
H 22.458 -5.764 31.383 0.11
H 22.092 -6.997 30.152 0.13
H 24.514 -6.847 30.956 0.09
H 24.411 -6.710 29.276 0.03
H 24.637 -5.246 30.057 0.07
H 20.103 -5.372 30.447 0.09
H 20.111 -4.267 29.234 0.09
H 21.050 -2.468 30.629 0.07
H 21.188 -3.609 31.995 0.07
H 19.607 -3.096 31.370 0.08
C 15.469 -1.242 28.267 -0.09
C 16.626 -0.738 27.420 -0.27
N 16.600 -1.362 26.118 -0.19
C 17.804 -1.173 25.294 -0.26
C 19.094 -1.773 25.840 -0.08
C 15.473 -0.989 25.278 -0.24
C 15.245 -2.002 24.112 -0.08
H 15.499 -2.326 28.233 0.06
H 14.520 -0.956 27.835 0.04
H 15.461 -0.771 29.308 0.10
H 16.689 0.357 27.495 0.12
H 17.612 -1.058 27.866 0.12
H 17.528 -1.590 24.298 0.09
H 17.923 -0.138 24.983 0.11
H 19.836 -1.850 25.074 0.06
H 19.435 -1.197 26.691 0.06
H 18.804 -2.776 26.180 0.06
H 15.649 0.041 24.806 0.13
H 14.546 -0.907 25.877 0.10
H 15.881 -1.758 23.307 0.04
H 14.197 -1.937 23.887 0.05
H 15.505 -3.043 24.489 0.08
C 17.189 -4.628 22.721 -0.05
C 17.624 -4.884 24.212 -0.23
N 17.117 -6.107 24.840 -0.13
C 17.765 -6.212 26.136 -0.24
C 19.147 -6.950 26.039 -0.04
C 15.637 -6.044 25.168 -0.21
C 15.046 -7.446 25.141 -0.07
H 17.722 -3.832 22.237 0.04
H 16.049 -4.323 22.674 0.07
H 17.242 -5.493 22.057 0.06
H 18.666 -4.979 24.203 0.08
H 17.348 -3.981 24.749 0.08
H 17.893 -5.260 26.629 0.11
H 17.113 -6.800 26.746 0.08
H 19.922 -6.212 25.781 0.04
H 19.559 -7.473 26.903 0.05
H 19.173 -7.591 25.196 0.04
H 15.074 -5.385 24.526 0.09
H 15.635 -5.727 26.187 0.07
H 15.007 -7.716 24.117 0.05
H 13.934 -7.434 25.455 0.08
H 15.638 -8.087 25.734 0.04
```

Properties
Orbital gap (eV): 8.83
LUMO energy (eV): 0.697
Charge: 0
SMILES: CCN(CC)CC.CCN(CC)CC.CCN(CC)CC.CCN(CC)CC.CCN(CC)CC.CCN(CC)CC.CCN(CC)CC.CCN(CC)CC.CCN(CC)CC.CCN(CC)CC.CCN(CC)CC


Stability ranking, top entry: (1); the second entry is 4.093 eV less favorable.